No. 1
Below is one molecule with the formula C7H9N at a distorted geometry, with properties calculated with ωB97M-V with the def2-TZVPD basis set.

Atoms and positions in Å:
C 2.3118 -0.9253 -0.0004
C 1.0798 -0.1175 -0.0256
N 1.1860 1.2877 -0.0268
C -0.0478 1.8962 0.0006
C -0.9645 0.8899 -0.0501
C -0.2617 -0.3358 -0.1026
C -1.5382 -1.2008 0.0074
C -2.3324 0.1719 -0.0154
H 2.1110 -2.0201 -0.0163
H 2.9789 -0.6988 -0.8569
H 2.8542 -0.6910 0.9015
H 2.0688 1.7578 -0.0245
H -0.1490 2.9606 0.1154
H -1.7154 -1.9315 -0.7865
H -1.6972 -1.7168 0.9664
H -2.9713 0.3510 0.8533
H -2.9128 0.3225 -0.9395

The value obtained for the frontier orbital gap is 8.9 eV. The calculation puts the energy at -8893.2767 eV. The value obtained for the energy above the lowest of the compared OMol25 structures with the same formula, charge and spin is 1.880 eV. The value obtained for the HOMO energy is -0.2872 hartree. The LUMO energy comes out at 1.1 eV.

Löwdin atomic charge list, values in e, 5 entries: C -0.05; C -0.26; N 0.05; C -0.07; C -0.18

=====

No. 2
Below is one molecule with the formula C7H9N at a distorted geometry, with properties calculated with ωB97M-V with the def2-TZVPD basis set.

Atoms and positions in Å:
C 2.6829 -1.4684 -0.0520
C 1.5028 -1.0644 -0.1471
C 0.1404 -0.4863 -0.6337
C -0.5025 0.0005 0.6749
C -1.8475 -0.3182 0.7475
C -2.7606 -0.5222 -0.4850
N -0.0712 0.9111 -0.3783
C 1.0583 1.7928 -0.0310
H 3.7702 -1.4354 0.5373
H -0.2907 -0.8652 -1.6570
H 0.1260 -0.3524 1.6641
H -1.9645 -0.8934 1.7710
H -2.5836 -0.0488 -1.3517
H -3.5876 -1.5520 -0.6558
H 1.4844 2.1572 -0.8603
H 0.7886 2.7655 0.4769
H 2.0546 1.3796 0.3801

The value obtained for the frontier orbital gap is 8.5 eV. The calculation puts the energy at -8885.8793 eV. The value obtained for the energy above the lowest of the compared OMol25 structures with the same formula, charge and spin is 9.277 eV. The value obtained for the HOMO energy is -0.3003 hartree. The LUMO energy comes out at 0.3 eV.

Löwdin atomic charge list, values in e, 5 entries: C 0.04; C -0.12; C -0.24; C -0.36; C -0.11

=====

No. 3
Below is C7H9N as an isolated structure at a distorted geometry, with properties calculated with ωB97M-V with the def2-TZVPD basis set.

Atoms and positions in Å:
C -0.4678 0.7797 -1.8980
C 0.0195 0.2958 -0.5048
C -0.2840 -1.0801 0.9339
C 1.2956 -0.9995 0.8862
C 1.4501 -0.1421 -0.0192
C -0.6598 0.1650 1.5982
C -0.4337 1.0693 0.6750
H 0.2239 1.7617 -2.1935
H 0.2746 0.0767 -2.4451
H -1.5544 0.8396 -2.0698
H -1.6605 -1.2497 -0.5048
H -1.0481 -1.9558 1.4786
H 2.2169 -1.6234 1.2581
H 2.1915 0.6698 -0.1797
H -0.6462 0.1845 2.7783
H -0.3952 2.3041 0.5950
N -0.5225 -1.0955 -0.3883

The value obtained for the frontier orbital gap is 9.6 eV. The calculation puts the energy at -8888.2408 eV. The value obtained for the energy above the lowest of the compared OMol25 structures with the same formula, charge and spin is 6.916 eV. The value obtained for the HOMO energy is -0.3151 hartree. The LUMO energy comes out at 1.0 eV.

Löwdin atomic charge list, values in e, 5 entries: C -0.04; C -0.52; C -0.45; C -0.04; C -0.08

=====

No. 4
Below is C7H9N as an isolated structure at a distorted geometry, with properties calculated with ωB97M-V with the def2-TZVPD basis set.

Atoms and positions in Å:
C -0.2832 -0.0405 1.3903
C 0.3866 0.5490 0.1514
C -0.8261 0.6251 -0.6419
C -1.1449 -0.6034 0.3003
N 2.7243 0.0558 0.4991
C 1.6909 0.6330 -0.2040
C -1.2426 1.1075 -1.8040
C -1.7925 -1.7418 0.1242
H 3.6387 0.4634 0.3782
H 2.4667 -0.3513 1.3901
H -0.7409 0.6920 2.0535
H 0.2845 -0.7734 1.9647
H 1.9787 1.1594 -1.1005
H -0.6344 1.7823 -2.3898
H -2.1799 0.7938 -2.2402
H -2.2464 -1.9848 -0.8275
H -2.0794 -2.3661 0.9562

The value obtained for the frontier orbital gap is 8.2 eV. The calculation puts the energy at -8891.6305 eV. The value obtained for the energy above the lowest of the compared OMol25 structures with the same formula, charge and spin is 3.526 eV. The value obtained for the HOMO energy is -0.2750 hartree. The LUMO energy comes out at 0.7 eV.

Löwdin atomic charge list, values in e, 5 entries: C -0.07; C -0.24; C -0.19; C -0.26; N 0.06

=====

No. 5
Below is one molecule with the formula C7H9N at a distorted geometry, with properties calculated with ωB97M-V with the def2-TZVPD basis set.

Atoms and positions in Å:
C 2.6832 0.0857 -0.3225
C 2.0553 1.2304 -0.3996
C 1.9388 -1.0807 0.1814
C -1.0732 0.6761 1.2573
C -1.2989 0.4307 -0.2148
C 0.0037 0.1057 0.4140
C -2.2240 -0.6691 -0.6784
N 0.7166 -1.0102 0.5088
H 3.7096 -0.1466 -0.5882
H 2.2599 2.2119 -0.7536
H 2.4370 -2.0355 0.2620
H -0.9720 1.6958 1.5980
H -1.5465 0.0165 1.9737
H -1.3139 1.3111 -0.8454
H -2.2447 -0.7101 -1.7656
H -3.2374 -0.4801 -0.3270
H -1.8937 -1.6315 -0.2999

The value obtained for the frontier orbital gap (alpha / beta) is 8.5 / 8.5 eV. The calculation puts the energy at -8890.0200 eV. The value obtained for the energy above the lowest of the compared OMol25 structures with the same formula, charge and spin is 5.136 eV. The value obtained for the HOMO energy (alpha / beta) is -0.2883 / -0.2882 hartree. The LUMO energy (alpha / beta) comes out at 0.6 / 0.6 eV.

Löwdin atomic charge list, values in e, 5 entries: C -0.22; C 0.11; C -0.14; C -0.04; C -0.27

=====

No. 6
Below is a 2-piece molecular cluster, C7H9N2 overall at a distorted geometry, with properties calculated with ωB97M-V with the def2-TZVPD basis set.

Atoms and positions in Å:
C -3.3206 0.7183 -0.0482
C -2.1426 0.0418 0.2023
C -4.3747 1.2359 -0.3373
C -1.2015 -0.5919 0.6510
C 2.2408 1.2429 0.3140
C 3.1864 2.3185 0.0832
C -0.3168 -2.4180 -0.5397
N 1.4508 0.4038 0.2700
N -0.1574 -1.5104 0.6947
H -5.3051 1.4758 -0.6356
H 4.2458 2.2774 0.3540
H 2.7887 3.2623 0.3761
H 3.2610 2.3681 -1.0202
H -1.1450 -3.0155 -0.5611
H -0.3611 -1.8859 -1.5002
H 0.6378 -2.9816 -0.4175
H 0.5988 -0.8851 0.4923
H -0.0853 -2.0565 1.6222

As for the net charge: +1. The value obtained for the frontier orbital gap is 10.3 eV. The calculation puts the energy at -10373.1649 eV. The value obtained for the energy above the lowest of the compared OMol25 structures with the same formula, charge and spin is 5.359 eV. The value obtained for the HOMO energy is -0.4892 hartree. The LUMO energy comes out at -3.0 eV.

Löwdin atomic charge list, values in e, 5 entries: C -0.10; C 0.01; C 0.20; C -0.05; C -0.14

=====

No. 7
Below is an isolated ion of composition C7H9N2O2 and charge -1 at a distorted geometry, with properties calculated with ωB97M-V with the def2-TZVPD basis set.

Atoms and positions in Å:
C -0.6235 -0.1400 -0.0263
C 0.0599 1.2092 0.1167
C 0.4449 -1.0541 -0.7711
C -0.3366 2.3105 0.7745
C -2.0589 -0.2118 -0.1860
C -2.6314 -1.6577 -0.2540
C 2.7823 -0.5913 0.0016
N 1.2088 1.1603 -0.5845
N 1.7303 -0.1201 -0.9634
O -2.7871 0.7856 -0.4171
O 0.1741 -1.1300 0.6243
H 0.3324 3.1530 0.9589
H -1.2158 2.1809 1.2829
H -3.7286 -1.5103 -0.2295
H -2.1908 -2.3388 0.5754
H -2.1989 -1.9184 -1.2769
H 2.9641 0.2472 0.7676
H 2.3789 -1.4156 0.5858
H 3.7369 -0.7638 -0.4923
H 1.9591 1.8052 -0.4865

As for the net charge: -1. The value obtained for the frontier orbital gap (alpha / beta) is 3.9 / 6.3 eV. Its spin multiplicity is 3. The calculation puts the energy at -14473.0326 eV. The value obtained for the energy above the lowest of the compared OMol25 structures with the same formula, charge and spin is 3.974 eV. The value obtained for the HOMO energy (alpha / beta) is -0.0085 / -0.1333 hartree. The LUMO energy (alpha / beta) comes out at 3.7 / 2.6 eV.

Löwdin atomic charge list, values in e, 5 entries: C -0.32; C -0.30; C 0.02; C 0.03; C -0.54

=====

No. 8
Below is a 2-piece molecular cluster, C7H9N2O3 overall at a distorted geometry, with properties calculated with ωB97M-V with the def2-TZVPD basis set.

Atoms and positions in Å:
C 1.8292 -1.2821 -0.8211
C 1.2414 -0.1494 -1.3889
C 1.2173 -1.9011 0.1790
C 0.1762 0.4285 -0.8948
C -0.4961 -0.2539 0.2447
C -0.4716 1.6290 -1.5027
C -0.0424 0.9151 1.9937
N 0.0499 -1.4939 0.6338
N -1.9815 -0.2407 0.3469
O -0.6594 -2.2272 1.5305
O -2.5600 -1.0498 -0.3843
O -2.5729 0.6565 0.9758
H 2.9114 -1.5331 -1.0072
H 1.7445 0.3509 -2.1714
H 1.5919 -2.7283 0.6617
H -0.4174 1.4727 -2.5749
H 0.0533 2.5877 -1.2324
H -1.5376 1.8158 -1.1441
H 1.0532 0.9814 1.8881
H -0.5381 0.2711 2.8131
H -0.5911 1.7509 1.8546

As for the net charge: -1. The value obtained for the frontier orbital gap (alpha / beta) is 4.3 / 6.8 eV. Its spin multiplicity is 3. The calculation puts the energy at -16519.9669 eV. The value obtained for the energy above the lowest of the compared OMol25 structures with the same formula, charge and spin is 3.474 eV. The value obtained for the HOMO energy (alpha / beta) is -0.0336 / -0.1510 hartree. The LUMO energy (alpha / beta) comes out at 3.4 / 2.7 eV.

Löwdin atomic charge list, values in e, 5 entries: C -0.08; C -0.10; C -0.10; C -0.23; C -0.15

=====

No. 9
Below is an isolated ion of composition C7H9N2S and charge +1 at a distorted geometry, with properties calculated with ωB97M-V with the def2-TZVPD basis set.

Atoms and positions in Å:
C 2.3700 1.4807 -0.0100
C -0.1248 1.2873 0.0114
C 3.4104 0.6184 0.0605
C -1.0500 0.2717 0.0956
C 1.3343 -0.4874 -0.1954
C -2.5229 0.4983 0.0577
C -1.0858 -2.2220 -0.0689
N -0.5492 -0.9542 0.2308
N 1.1660 0.8280 -0.0846
S 2.9072 -1.0397 0.0218
H 2.4149 2.5539 0.0216
H -0.3334 2.3377 -0.0231
H 4.4534 0.8605 0.1178
H -3.0459 -0.2215 0.6815
H -2.7551 1.5040 0.3941
H -2.8839 0.3857 -0.9653
H -0.3371 -2.9909 0.1370
H -1.9261 -2.3962 0.6174
H -1.4421 -2.3142 -1.1000

As for the net charge: +1. The value obtained for the frontier orbital gap (alpha / beta) is 7.7 / 7.7 eV. The calculation puts the energy at -21210.9456 eV. The value obtained for the energy above the lowest of the compared OMol25 structures with the same formula, charge and spin is 2.553 eV. The value obtained for the HOMO energy (alpha / beta) is -0.4580 / -0.4579 hartree. The LUMO energy (alpha / beta) comes out at -4.7 / -4.7 eV.

Löwdin atomic charge list, values in e, 5 entries: C -0.09; C 0.01; C -0.31; C -0.31; C -0.28

=====

No. 10
Below is one molecule with the formula C7H9N3 at a distorted geometry, with properties calculated with ωB97M-V with the def2-TZVPD basis set.

Atoms and positions in Å:
C -1.4584 2.5377 1.5320
C -0.5043 1.6317 0.9693
C -1.3810 0.6068 0.4159
C 0.8389 1.5691 0.6888
C 0.6553 -0.4706 -0.5806
C 0.5448 -1.7406 0.2848
C 0.6183 -0.6764 -2.0587
N -2.6372 0.8680 0.5897
N 1.2932 0.6035 -0.0765
N -2.6846 2.0270 1.2962
H -1.3197 3.3932 2.1695
H 1.6638 2.2612 1.0013
H -0.1854 -1.4340 1.1720
H 1.5477 -2.2707 0.5612
H 0.0241 -2.4240 -0.4668
H 1.3849 -1.5493 -2.3287
H 1.0298 0.2186 -2.5223
H -0.4466 -0.8588 -2.3404
H -3.5283 2.5248 1.2927

The value obtained for the frontier orbital gap (alpha / beta) is 7.6 / 7.6 eV. The calculation puts the energy at -11870.3342 eV. The value obtained for the energy above the lowest of the compared OMol25 structures with the same formula, charge and spin is 5.156 eV. The value obtained for the HOMO energy (alpha / beta) is -0.2724 / -0.2726 hartree. The LUMO energy (alpha / beta) comes out at 0.2 / 0.2 eV.

Löwdin atomic charge list, values in e, 5 entries: C -0.04; C -0.23; C -0.11; C -0.10; C -0.38